A 13-piece molecular cluster, C26H78O26 overall at a distorted geometry. Source: OMol25; level of theory: the ωB97M-V functional and the def2-TZVPD basis.

```
130
Properties=species:S:1:pos:R:3
C -5.190 -1.350 -0.986
C -6.269 -1.532 -2.043
O -7.433 -2.205 -1.590
O -4.003 -0.797 -1.493
H -5.107 -2.294 -0.425
H -5.547 -0.647 -0.219
H -5.850 -1.926 -2.978
H -6.625 -0.544 -2.351
H -7.120 -3.073 -1.303
H -3.338 -1.513 -1.592
C -4.455 0.518 1.083
C -3.063 -0.106 1.137
O -3.105 -1.354 1.777
O -4.939 0.978 2.337
H -5.170 -0.253 0.777
H -4.545 1.283 0.301
H -2.414 0.589 1.684
H -2.657 -0.103 0.124
H -3.933 -1.471 2.250
H -4.176 1.369 2.800
C 1.879 3.091 -2.460
C 3.199 3.231 -1.718
O 3.065 4.083 -0.590
O 0.989 4.177 -2.338
H 1.478 2.120 -2.154
H 2.080 2.816 -3.508
H 4.034 3.608 -2.312
H 3.549 2.259 -1.358
H 2.284 3.792 -0.095
H 1.563 4.949 -2.235
C 3.832 2.467 4.955
C 2.642 2.140 4.085
O 3.032 1.379 2.920
O 4.189 1.360 5.753
H 3.514 3.241 5.652
H 4.630 2.732 4.256
H 2.030 2.906 3.592
H 1.885 1.590 4.668
H 2.357 1.447 2.231
H 4.599 0.665 5.230
C -2.305 -3.344 -3.158
C -1.414 -2.250 -3.805
O -0.197 -2.077 -3.137
O -2.533 -3.063 -1.787
H -1.710 -4.236 -3.367
H -3.214 -3.343 -3.765
H -1.950 -1.296 -3.832
H -1.204 -2.637 -4.806
H -0.123 -1.242 -2.611
H -2.613 -3.910 -1.336
C 0.997 -5.263 -1.473
C 1.844 -6.314 -0.779
O 3.041 -6.646 -1.445
O 1.593 -3.971 -1.568
H -0.037 -5.242 -1.107
H 0.797 -5.599 -2.506
H 1.307 -7.252 -0.691
H 2.084 -5.783 0.151
H 3.711 -5.964 -1.326
H 1.168 -3.512 -2.307
C -3.245 2.202 -1.545
C -2.821 3.668 -1.427
O -1.497 3.896 -1.040
O -2.513 1.447 -2.537
H -4.285 2.174 -1.889
H -3.301 1.720 -0.564
H -3.445 4.071 -0.621
H -3.135 4.213 -2.325
H -0.831 3.693 -1.728
H -3.212 0.859 -2.847
C 1.304 5.089 2.462
C 2.163 6.316 2.179
O 3.464 5.982 1.720
O 1.021 4.328 1.305
H 0.403 5.523 2.928
H 1.721 4.461 3.255
H 2.189 6.956 3.064
H 1.634 6.938 1.438
H 3.308 5.447 0.922
H 0.350 3.693 1.590
C 2.813 -1.174 -3.707
C 3.234 -0.697 -5.085
O 3.324 0.733 -5.063
O 3.881 -1.118 -2.768
H 2.351 -2.166 -3.728
H 2.017 -0.521 -3.336
H 2.449 -0.993 -5.788
H 4.195 -1.063 -5.441
H 2.486 1.116 -5.330
H 3.490 -1.183 -1.882
C -2.693 3.738 2.163
C -2.426 3.401 3.631
O -3.494 2.657 4.206
O -1.616 3.160 1.422
H -2.953 4.770 1.928
H -3.600 3.177 1.884
H -2.394 4.383 4.119
H -1.514 2.836 3.790
H -3.337 2.305 5.082
H -1.728 3.291 0.465
C 3.535 -2.125 1.070
C 4.355 -3.384 0.904
O 4.191 -3.951 -0.371
O 3.827 -1.166 0.033
H 3.706 -1.496 1.956
H 2.496 -2.471 1.096
H 4.138 -4.130 1.676
H 5.408 -3.157 1.137
H 3.579 -3.401 -0.890
H 4.785 -1.217 -0.095
C 0.657 0.682 0.530
C -0.105 -0.191 -0.484
O -0.140 0.364 -1.790
O 2.057 0.868 0.308
H 0.634 0.148 1.496
H 0.182 1.632 0.782
H -1.097 -0.163 -0.015
H 0.251 -1.216 -0.591
H -0.978 0.869 -1.899
H 2.470 0.056 -0.015
C 0.480 -4.842 2.816
C 0.130 -3.364 2.756
O 0.094 -2.906 1.439
O -0.243 -5.657 1.912
H 0.502 -5.321 3.803
H 1.542 -4.979 2.575
H 0.919 -2.816 3.272
H -0.786 -3.152 3.317
H -0.531 -3.351 0.861
H -0.952 -6.168 2.303
```

Computed properties:
HOMO = -9.6 eV
lowest unoccupied orbital energy = -0.0059 Eh
ΔE to the lowest compared entry with this formula, charge and spin = 89.35 kcal per mole

Here are the Mulliken charges for atoms 1 to 6, given in e: -0.093 -0.653 -0.541 0.294 0.295 0.213

A 13-piece molecular cluster, C26H79N5O13 overall at a distorted geometry. Source: OMol25; level of theory: the ωB97M-V functional and the def2-TZVPD basis.

```
123
Properties=species:S:1:pos:R:3
C -5.627 -1.785 3.661
C -4.381 -0.892 3.580
O -4.418 0.306 4.272
H -6.490 -1.366 3.095
H -6.020 -2.014 4.663
H -5.400 -2.825 3.246
H -4.061 -0.732 2.550
H -3.573 -1.547 3.909
H -4.595 0.228 5.224
C -0.187 2.213 4.358
C -0.935 3.507 3.792
O -2.210 3.149 3.229
H -0.811 1.810 5.132
H 0.797 2.362 4.850
H -0.124 1.487 3.534
H -0.405 3.951 2.991
H -1.073 4.162 4.597
H -2.655 2.432 3.752
C 3.377 4.943 0.067
C 2.339 5.063 1.204
O 1.733 3.815 1.476
H 3.655 5.905 -0.310
H 2.905 4.388 -0.821
H 4.298 4.375 0.405
H 1.522 5.729 0.964
H 2.767 5.363 2.135
H 2.436 3.188 1.805
C 1.912 -4.857 -0.143
C 1.766 -4.465 1.322
O 0.367 -4.482 1.717
H 2.947 -5.081 -0.337
H 1.399 -4.136 -0.723
H 1.332 -5.763 -0.152
H 2.170 -3.397 1.558
H 2.353 -5.156 1.978
H -0.087 -4.962 0.991
C 3.895 0.337 -1.995
C 3.048 -0.846 -1.719
O 2.211 -1.093 -2.908
H 3.423 1.331 -2.011
H 4.311 0.237 -3.010
H 4.646 0.484 -1.226
H 2.518 -0.811 -0.758
H 3.807 -1.667 -1.672
H 2.108 -0.257 -3.388
C -5.602 1.094 -0.268
C -5.585 0.269 -1.556
O -5.386 -1.105 -1.326
H -4.652 0.910 0.275
H -6.365 0.651 0.334
H -5.671 2.162 -0.446
H -4.845 0.596 -2.289
H -6.559 0.407 -2.094
H -4.449 -1.329 -1.215
C 3.481 1.258 4.001
C 3.149 -0.094 3.452
O 3.385 -0.112 2.023
H 2.841 2.111 3.632
H 4.495 1.543 3.680
H 3.338 1.248 5.060
H 2.147 -0.454 3.688
H 3.702 -0.911 3.835
H 2.540 0.094 1.602
C -3.857 -5.435 -1.430
C -2.827 -5.153 -0.399
O -1.551 -5.034 -1.061
H -4.878 -5.661 -1.086
H -3.510 -6.220 -2.116
H -3.858 -4.599 -2.045
H -2.760 -5.867 0.364
H -2.892 -4.118 0.027
H -1.370 -5.948 -1.315
C 6.119 -2.437 0.143
C 5.889 -2.728 1.632
O 5.000 -3.963 1.752
H 5.209 -2.385 -0.459
H 6.743 -3.239 -0.228
H 6.780 -1.579 -0.036
H 5.364 -1.879 2.051
H 6.816 -2.931 2.181
H 5.011 -4.320 2.658
C -2.374 2.975 -4.443
C -1.536 2.546 -5.667
O -0.752 1.340 -5.463
H -2.985 3.722 -4.840
H -1.808 3.228 -3.576
H -3.023 2.209 -3.981
H -0.925 3.369 -5.919
H -2.203 2.418 -6.473
H 0.199 1.555 -5.350
C -1.823 3.008 -0.011
C -0.640 2.039 0.112
C -1.009 0.799 0.875
O 0.153 0.026 0.943
C -0.051 -1.267 1.463
N -0.132 1.639 -1.204
H -2.177 3.419 0.925
H -2.739 2.535 -0.428
H -1.511 3.811 -0.621
H 0.124 2.552 0.700
H -1.846 0.191 0.409
H -1.396 0.935 1.869
H -0.997 -1.680 1.248
H 0.159 -1.366 2.562
H 0.631 -2.054 1.016
H -0.917 1.450 -1.793
H 0.347 0.783 -0.963
C -1.786 -1.447 -2.176
O -2.720 -1.288 -1.436
N -0.686 -2.127 -1.841
N -1.793 -0.901 -3.435
H -0.750 -2.782 -1.114
H 0.033 -2.284 -2.501
H -2.376 -0.101 -3.439
H -0.997 -0.872 -4.004
C 2.004 2.533 -3.794
O 1.652 1.388 -4.106
N 1.386 3.381 -2.897
N 3.096 3.079 -4.449
H 0.749 2.895 -2.222
H 1.841 4.215 -2.609
H 3.447 4.004 -4.223
H 3.754 2.655 -5.052
```

Computed properties:
HOMO = -9.1 eV
lowest unoccupied orbital energy = 0.0173 Eh

Here are the Mulliken charges for atoms 1 to 6, given in e: -1.086 0.227 -0.487 0.261 0.375 0.276

Which of these has the highest HOMO?
C26H79N5O13

The highest lowest unoccupied orbital energy belongs to which entry?
C26H79N5O13

Which value of HOMO does entry 2 give?
-9.1 eV

Among the records above, which one has the highest lowest unoccupied orbital energy?
C26H79N5O13